Entry 1:
Molecular formula: C31H29MoOS5Sb2
Method: DFT, wB97M-V/def2-TZVPD

- Kohn-Sham gap: 6.47 eV
- E_tot: -103763.292 eV
- HOMO energy: -10.300 eV
- Lowest unoccupied orbital energy: -3.83 eV
- Net charge: +1

Element x y z (Å)
Mo: -0.90 1.40 0.72
C: -1.09 -1.59 -1.87
C: -0.24 -2.66 -1.17
C: -0.65 -2.93 0.28
Sb: -0.63 -1.30 1.73
C: 1.42 -1.89 2.21
C: 2.44 -1.15 1.63
C: 3.76 -1.55 1.82
C: 4.05 -2.67 2.58
C: 3.02 -3.41 3.14
C: 1.70 -3.02 2.96
C: -2.47 -1.91 2.68
C: -2.55 -3.15 3.31
C: -3.76 -3.59 3.81
C: -4.89 -2.80 3.70
C: -4.80 -1.56 3.09
C: -3.59 -1.09 2.59
Sb: -0.30 0.38 -1.78
C: -1.83 1.36 -2.89
C: -3.15 0.95 -2.78
C: -4.15 1.61 -3.49
C: -3.82 2.69 -4.30
C: -2.51 3.11 -4.40
C: -1.51 2.45 -3.70
C: 1.23 0.22 -3.21
C: 2.54 0.02 -2.81
C: 3.53 -0.16 -3.77
C: 3.20 -0.14 -5.12
C: 1.89 0.05 -5.51
C: 0.89 0.24 -4.56
H: -2.11 -1.60 -1.50
H: -1.13 -1.80 -2.94
H: 0.83 -2.41 -1.21
H: -0.35 -3.59 -1.72
H: 0.02 -3.66 0.71
H: -1.66 -3.35 0.30
H: 2.20 -0.30 1.02
H: 4.53 -0.94 1.37
H: 5.08 -2.97 2.74
H: 3.24 -4.29 3.73
H: 0.91 -3.61 3.42
H: -1.67 -3.78 3.39
H: -3.82 -4.56 4.30
H: -5.83 -3.14 4.10
H: -5.68 -0.93 3.01
H: -3.53 -0.13 2.13
H: -3.43 0.12 -2.15
H: -5.17 1.28 -3.41
H: -4.60 3.20 -4.85
H: -2.25 3.95 -5.03
H: -0.49 2.79 -3.79
H: 2.81 0.00 -1.76
H: 4.56 -0.32 -3.46
H: 3.97 -0.28 -5.86
H: 1.63 0.07 -6.56
H: -0.13 0.38 -4.88
O: -2.52 1.23 0.45
C: 0.47 4.66 4.22
S: 1.82 3.47 4.48
C: 2.76 3.77 3.02
C: 2.46 3.35 1.78
S: 1.07 2.41 1.34
S: 3.57 3.80 0.50
C: 4.72 4.64 1.51
S: 6.07 5.32 0.93
S: 4.24 4.66 3.19
H: -0.10 4.68 5.15
H: -0.18 4.35 3.41
H: 0.87 5.65 4.04

Now the Mulliken charges, all in e: atom 1 (Mo): -0.344, atom 2 (C): -1.238, atom 3 (C): -0.624, atom 4 (C): -1.270, atom 5 (Sb): 1.554, atom 6 (C): 0.306, atom 7 (C): -0.004, atom 8 (C): -0.669, atom 9 (C): -0.547, atom 10 (C): -0.566, atom 11 (C): -0.294, atom 12 (C): 0.491, atom 13 (C): -0.173, atom 14 (C): -0.583, atom 15 (C): -0.508, atom 16 (C): -0.532, atom 17 (C): -0.826, atom 18 (Sb): 1.544, atom 19 (C): 0.591, atom 20 (C): -0.407, atom 21 (C): -0.693, atom 22 (C): -0.502, atom 23 (C): -0.565, atom 24 (C): -0.517, atom 25 (C): 0.332, atom 26 (C): -0.532, atom 27 (C): -0.578, atom 28 (C): -0.502, atom 29 (C): -0.668, atom 30 (C): -0.384, atom 31 (H): 0.444, atom 32 (H): 0.504, atom 33 (H): 0.264, atom 34 (H): 0.443, atom 35 (H): 0.642, atom 36 (H): 0.550, atom 37 (H): -0.174, atom 38 (H): 0.452, atom 39 (H): 0.396, atom 40 (H): 0.417, atom 41 (H): 0.334, atom 42 (H): 0.267, atom 43 (H): 0.402, atom 44 (H): 0.387, atom 45 (H): 0.395, atom 46 (H): 0.405, atom 47 (H): 0.259, atom 48 (H): 0.414, atom 49 (H): 0.393, atom 50 (H): 0.404, atom 51 (H): 0.462, atom 52 (H): 0.410, atom 53 (H): 0.424, atom 54 (H): 0.393, atom 55 (H): 0.399, atom 56 (H): 0.454, atom 57 (O): -0.765, atom 58 (C): -0.711, atom 59 (S): -0.020, atom 60 (C): 0.007, atom 61 (C): -0.161, atom 62 (S): 0.512, atom 63 (S): 0.066, atom 64 (C): 0.009, atom 65 (S): -0.174, atom 66 (S): -0.017, atom 67 (H): 0.329, atom 68 (H): 0.191, atom 69 (H): 0.298

***

Entry 2:
Molecular formula: C31H29N6O2V
Method: DFT, wB97M-V/def2-TZVPD

- Kohn-Sham gap (alpha / beta): 5.32 / 7.45 eV
- E_tot: -71341.771 eV
- HOMO energy (alpha / beta): -4.959 / -7.279 eV
- Spin multiplicity: 3
- Lowest unoccupied orbital energy (alpha / beta): 0.37 / 0.17 eV
- Expectation value of S²: 2.076
- Net charge: 0

Element x y z (Å)
V: 16.96 18.25 6.46
N: 20.85 19.44 5.80
C: 19.54 19.25 5.93
O: 19.06 18.13 6.16
C: 18.67 20.51 5.82
C: 17.28 20.12 5.47
H: 21.50 18.64 5.88
H: 21.26 20.31 5.52
H: 19.19 21.20 5.11
H: 18.66 20.97 6.85
H: 17.19 20.01 4.41
H: 16.61 20.97 5.70
C: 7.67 8.36 5.95
O: 7.36 9.74 5.75
C: 8.39 10.59 5.61
C: 9.73 10.22 5.58
C: 10.69 11.18 5.51
C: 10.39 12.51 5.32
C: 9.09 12.86 5.11
C: 8.06 11.92 5.22
C: 11.49 13.50 5.40
N: 12.78 13.16 5.49
C: 13.43 14.32 5.54
C: 12.59 15.37 5.62
N: 11.33 14.84 5.38
C: 12.96 16.74 5.64
C: 12.13 17.85 5.72
C: 12.68 19.12 5.72
C: 14.04 19.28 5.74
N: 14.89 18.27 5.77
C: 14.36 17.00 5.66
C: 15.34 15.94 5.66
N: 16.63 16.32 5.82
C: 17.55 15.29 5.96
C: 17.24 13.96 5.93
C: 15.86 13.55 5.78
C: 14.93 14.58 5.59
H: 6.71 7.85 5.89
H: 8.07 8.22 6.97
H: 8.39 7.95 5.21
H: 9.95 9.20 5.57
H: 11.75 10.86 5.54
H: 8.78 13.89 4.96
H: 7.02 12.09 5.12
H: 10.41 15.26 5.30
H: 11.06 17.62 5.79
H: 12.15 20.03 5.66
H: 14.47 20.30 5.71
H: 18.61 15.56 6.11
H: 17.99 13.23 5.88
H: 15.48 12.53 5.92
C: 18.40 20.18 9.59
C: 17.41 19.29 10.28
C: 17.18 19.35 11.62
C: 16.07 18.63 12.23
C: 15.35 17.71 11.45
C: 15.59 17.59 10.06
C: 14.85 16.53 9.25
C: 16.60 18.41 9.49
N: 16.84 18.44 8.11
H: 19.18 20.42 10.29
H: 17.95 21.15 9.30
H: 18.87 19.70 8.71
H: 17.64 20.01 12.33
H: 15.93 18.82 13.29
H: 14.49 17.22 11.86
H: 14.23 15.95 9.93
H: 15.52 15.82 8.78
H: 14.25 16.94 8.41

Now the Mulliken charges, all in e: atom 1 (V): 0.330, atom 2 (N): -0.397, atom 3 (C): 0.596, atom 4 (O): -0.468, atom 5 (C): -0.327, atom 6 (C): -1.035, atom 7 (H): 0.270, atom 8 (H): 0.201, atom 9 (H): 0.449, atom 10 (H): 0.082, atom 11 (H): 0.461, atom 12 (H): 0.274, atom 13 (C): -0.784, atom 14 (O): -0.451, atom 15 (C): 0.772, atom 16 (C): -0.186, atom 17 (C): -0.869, atom 18 (C): 0.575, atom 19 (C): -0.561, atom 20 (C): -0.722, atom 21 (C): 0.114, atom 22 (N): -0.736, atom 23 (C): 0.319, atom 24 (C): 0.163, atom 25 (N): -0.045, atom 26 (C): 1.172, atom 27 (C): -0.532, atom 28 (C): -1.025, atom 29 (C): -0.193, atom 30 (N): -0.023, atom 31 (C): -0.527, atom 32 (C): -0.129, atom 33 (N): -0.198, atom 34 (C): -0.122, atom 35 (C): -0.937, atom 36 (C): -0.512, atom 37 (C): 0.679, atom 38 (H): 0.237, atom 39 (H): 0.349, atom 40 (H): 0.302, atom 41 (H): 0.372, atom 42 (H): 0.369, atom 43 (H): 0.226, atom 44 (H): 0.442, atom 45 (H): 0.213, atom 46 (H): 0.338, atom 47 (H): 0.457, atom 48 (H): 0.201, atom 49 (H): 0.359, atom 50 (H): 0.444, atom 51 (H): 0.467, atom 52 (C): -1.101, atom 53 (C): 0.613, atom 54 (C): -0.684, atom 55 (C): -0.815, atom 56 (C): -0.883, atom 57 (C): 0.812, atom 58 (C): -0.782, atom 59 (C): 0.218, atom 60 (N): -0.394, atom 61 (H): 0.481, atom 62 (H): 0.259, atom 63 (H): -0.016, atom 64 (H): 0.403, atom 65 (H): 0.373, atom 66 (H): 0.382, atom 67 (H): 0.448, atom 68 (H): 0.224, atom 69 (H): 0.008

***

Entry 3:
Molecular formula: C31H30AuClIN4OS2Se
Method: DFT, wB97M-V/def2-TZVPD

- Kohn-Sham gap: 4.71 eV
- E_tot: -151970.430 eV
- HOMO energy: -9.467 eV
- Lowest unoccupied orbital energy: -4.75 eV
- Net charge: +1

Element x y z (Å)
Au: -0.40 -0.93 2.51
Cl: -6.09 1.01 -3.36
C: -4.62 0.57 -2.55
C: -4.10 -0.70 -2.67
C: -2.92 -1.11 -2.05
I: -2.26 -3.06 -2.29
C: -2.16 -0.24 -1.24
O: -1.08 -0.46 -0.62
C: -2.74 1.09 -1.15
N: -2.04 1.95 -0.38
C: -2.39 3.20 -0.14
C: -3.58 3.67 -0.71
C: -4.33 2.84 -1.51
C: -3.94 1.51 -1.77
H: -4.64 -1.41 -3.28
H: -1.21 1.49 0.03
H: -3.89 4.68 -0.52
H: -5.24 3.21 -1.96
S: -0.90 0.41 4.33
C: -1.20 1.91 3.71
N: -1.13 2.22 2.37
C: -1.46 3.45 2.15
C: -1.50 4.04 0.77
C: -1.88 5.49 0.75
C: -2.14 6.18 1.86
C: -2.12 5.56 3.17
C: -1.79 4.26 3.30
S: -1.68 3.25 4.72
H: -0.48 3.96 0.37
H: -1.90 5.97 -0.22
H: -2.38 7.23 1.80
H: -2.37 6.16 4.04
C: 0.57 -6.73 0.61
C: -0.76 -6.21 1.15
C: -0.79 -6.03 2.67
C: -0.30 -4.67 3.16
N: 1.06 -4.35 2.75
C: 1.45 -3.49 1.78
Se: 0.29 -2.42 0.72
N: 2.78 -3.56 1.65
C: 3.60 -2.82 0.70
C: 4.03 -3.68 -0.48
C: 2.90 -4.02 -1.45
C: 2.48 -2.83 -2.31
C: 3.28 -4.49 2.56
C: 4.58 -4.91 2.83
C: 4.73 -5.85 3.83
C: 3.63 -6.35 4.54
C: 2.34 -5.93 4.27
C: 2.19 -4.98 3.26
H: 0.51 -6.89 -0.46
H: 0.83 -7.68 1.08
H: 1.40 -6.04 0.80
H: -1.54 -6.92 0.88
H: -1.02 -5.26 0.67
H: -0.22 -6.83 3.15
H: -1.81 -6.13 3.04
H: -0.33 -4.61 4.25
H: -0.94 -3.88 2.77
H: 4.47 -2.45 1.25
H: 3.02 -1.96 0.38
H: 4.49 -4.60 -0.10
H: 4.82 -3.15 -1.02
H: 2.04 -4.40 -0.89
H: 3.22 -4.83 -2.10
H: 2.12 -2.00 -1.70
H: 1.66 -3.11 -2.98
H: 3.31 -2.48 -2.92
H: 5.43 -4.53 2.28
H: 5.72 -6.21 4.08
H: 3.79 -7.08 5.32
H: 1.49 -6.31 4.82

Now the Mulliken charges, all in e: atom 1 (Au): 0.079, atom 2 (Cl): -0.251, atom 3 (C): 0.255, atom 4 (C): -0.615, atom 5 (C): -0.257, atom 6 (I): 0.101, atom 7 (C): 0.687, atom 8 (O): -0.725, atom 9 (C): -0.450, atom 10 (N): 0.053, atom 11 (C): 0.181, atom 12 (C): -0.426, atom 13 (C): -1.076, atom 14 (C): 0.556, atom 15 (H): 0.419, atom 16 (H): 0.231, atom 17 (H): 0.518, atom 18 (H): 0.460, atom 19 (S): -0.270, atom 20 (C): 0.328, atom 21 (N): -0.195, atom 22 (C): -0.576, atom 23 (C): 1.010, atom 24 (C): -1.120, atom 25 (C): -0.510, atom 26 (C): -0.234, atom 27 (C): 0.435, atom 28 (S): -0.160, atom 29 (H): 0.368, atom 30 (H): 0.623, atom 31 (H): 0.425, atom 32 (H): 0.449, atom 33 (C): -0.893, atom 34 (C): -0.317, atom 35 (C): -0.518, atom 36 (C): -1.115, atom 37 (N): 0.749, atom 38 (C): -0.349, atom 39 (Se): 0.000, atom 40 (N): 0.605, atom 41 (C): -1.334, atom 42 (C): -0.559, atom 43 (C): 0.334, atom 44 (C): -1.296, atom 45 (C): 0.826, atom 46 (C): -0.790, atom 47 (C): -0.754, atom 48 (C): -0.774, atom 49 (C): -0.865, atom 50 (C): 0.585, atom 51 (H): 0.373, atom 52 (H): 0.379, atom 53 (H): 0.026, atom 54 (H): 0.391, atom 55 (H): 0.096, atom 56 (H): 0.322, atom 57 (H): 0.447, atom 58 (H): 0.398, atom 59 (H): 0.284, atom 60 (H): 0.477, atom 61 (H): 0.459, atom 62 (H): 0.404, atom 63 (H): 0.440, atom 64 (H): -0.358, atom 65 (H): 0.404, atom 66 (H): 0.227, atom 67 (H): 0.337, atom 68 (H): 0.382, atom 69 (H): 0.412, atom 70 (H): 0.412, atom 71 (H): 0.417, atom 72 (H): 0.416

***

Entry 4:
Molecular formula: C31H30Cl2N5O3Pd
Method: DFT, wB97M-V/def2-TZVPD

- Kohn-Sham gap (alpha / beta): 7.16 / 6.30 eV
- E_tot: -74748.033 eV
- HOMO energy (alpha / beta): -10.141 / -10.140 eV
- Spin multiplicity: 3
- Lowest unoccupied orbital energy (alpha / beta): -2.98 / -3.84 eV
- Expectation value of S²: 2.006
- Net charge: +1

Element x y z (Å)
Pd: 0.13 0.65 0.80
C: 4.54 -0.01 0.91
C: 3.15 -0.18 0.89
N: 2.32 0.84 0.93
C: 2.81 2.10 1.00
C: 4.17 2.37 1.03
C: 5.05 1.26 0.98
C: 4.62 3.73 1.11
C: 3.73 4.74 1.16
C: 2.32 4.49 1.13
C: 1.34 5.50 1.19
C: 0.01 5.16 1.15
C: -0.35 3.81 1.06
N: 0.55 2.85 1.02
C: 1.86 3.17 1.05
H: 5.19 -0.87 0.88
H: 2.71 -1.17 0.84
H: 6.12 1.43 1.01
H: 5.69 3.93 1.12
H: 4.07 5.77 1.22
H: 1.65 6.53 1.25
H: -0.76 5.92 1.19
H: -1.38 3.50 1.00
C: -4.76 -0.84 -0.04
N: -3.66 0.09 -0.31
C: -3.25 0.18 -1.71
C: -2.99 0.79 0.62
O: -1.92 1.37 0.30
N: -3.42 0.85 1.90
C: -2.47 1.21 2.94
C: -4.82 0.87 2.32
H: -4.72 -1.63 -0.79
H: -5.74 -0.37 -0.10
H: -4.64 -1.31 0.93
H: -3.26 -0.83 -2.14
H: -2.25 0.58 -1.78
H: -3.93 0.81 -2.28
H: -1.49 0.79 2.74
H: -2.83 0.78 3.88
H: -2.38 2.29 3.07
H: -5.49 1.06 1.48
H: -4.95 1.70 3.02
H: -5.12 -0.05 2.82
Cl: -2.26 -4.34 -3.16
C: -1.50 -2.81 -3.50
C: -1.89 -2.11 -4.63
C: -1.31 -0.89 -4.92
C: -0.37 -0.36 -4.05
C: -0.01 -1.07 -2.91
Cl: 1.05 -0.27 -1.78
C: -0.52 -2.34 -2.62
N: -0.18 -3.08 -1.50
C: 1.10 -3.28 -0.94
C: 2.23 -3.32 -1.75
C: 3.48 -3.56 -1.21
C: 3.61 -3.80 0.15
C: 2.48 -3.76 0.96
C: 1.22 -3.49 0.44
C: 0.05 -3.28 1.39
C: -0.18 -1.80 1.44
O: 0.56 -1.07 2.17
O: -0.99 -1.25 0.64
H: -2.65 -2.54 -5.27
H: -1.59 -0.34 -5.81
H: 0.08 0.61 -4.23
H: -0.94 -3.60 -1.09
H: 2.11 -3.17 -2.82
H: 4.34 -3.59 -1.86
H: 4.58 -4.02 0.58
H: 2.57 -3.93 2.03
H: 0.32 -3.65 2.37
H: -0.86 -3.78 1.06

Now the Mulliken charges, all in e: atom 1 (Pd): 0.442, atom 2 (C): -1.043, atom 3 (C): 0.230, atom 4 (N): 0.212, atom 5 (C): -0.625, atom 6 (C): 1.186, atom 7 (C): -0.790, atom 8 (C): -0.909, atom 9 (C): -0.956, atom 10 (C): 0.926, atom 11 (C): -0.521, atom 12 (C): -1.217, atom 13 (C): -0.312, atom 14 (N): 0.068, atom 15 (C): 0.553, atom 16 (H): 0.528, atom 17 (H): 0.033, atom 18 (H): 0.447, atom 19 (H): 0.426, atom 20 (H): 0.421, atom 21 (H): 0.449, atom 22 (H): 0.445, atom 23 (H): 0.768, atom 24 (C): -1.119, atom 25 (N): 0.273, atom 26 (C): -0.905, atom 27 (C): 0.729, atom 28 (O): -0.645, atom 29 (N): 0.284, atom 30 (C): -0.931, atom 31 (C): -1.309, atom 32 (H): 0.353, atom 33 (H): 0.320, atom 34 (H): 0.385, atom 35 (H): 0.216, atom 36 (H): 0.185, atom 37 (H): 0.340, atom 38 (H): 0.220, atom 39 (H): 0.427, atom 40 (H): 0.319, atom 41 (H): 0.441, atom 42 (H): 0.411, atom 43 (H): 0.350, atom 44 (Cl): -0.219, atom 45 (C): 0.484, atom 46 (C): -0.570, atom 47 (C): -0.491, atom 48 (C): -0.778, atom 49 (C): 0.968, atom 50 (Cl): 0.061, atom 51 (C): -0.956, atom 52 (N): 0.120, atom 53 (C): 0.147, atom 54 (C): -0.195, atom 55 (C): -0.693, atom 56 (C): -0.766, atom 57 (C): -0.664, atom 58 (C): 0.347, atom 59 (C): -1.393, atom 60 (C): 1.234, atom 61 (O): -0.718, atom 62 (O): -0.328, atom 63 (H): 0.452, atom 64 (H): 0.418, atom 65 (H): 0.460, atom 66 (H): 0.349, atom 67 (H): 0.503, atom 68 (H): 0.420, atom 69 (H): 0.489, atom 70 (H): 0.354, atom 71 (H): 0.537, atom 72 (H): 0.322